1.
CH4S3 | wB97M-V/def2-TZVPD

Positions of all 8 atoms, in Å:
C1 -0.63 -0.30 -0.31
S1 2.34 1.19 0.50
S2 -1.14 0.13 1.35
S3 1.22 1.98 1.91
H1 0.40 0.06 -0.46
H2 -1.29 0.18 -1.04
H3 -0.65 -1.38 -0.42
H4 2.81 0.08 1.11

Computed properties:
HOMO level (alpha / beta) ... -8.82 / -8.82 eV
ΔE to the lowest compared entry with this formula, charge and spin ... 44.3 kcal/mol
LUMO (alpha / beta) ... -2.40 / -2.40 eV
Frontier orbital gap (alpha / beta) ... 6.4 / 6.4 eV


2.
CH5BO2 | wB97M-V/def2-TZVPD

Positions of all 9 atoms, in Å:
B1 -0.46 0.49 -0.17
C1 0.95 -0.05 -0.28
O1 -2.01 -0.27 1.11
O2 -1.06 1.41 -0.86
H1 0.96 -1.09 0.15
H2 1.75 0.55 0.17
H3 1.26 -0.04 -1.36
H4 -1.80 -0.07 2.06
H5 -1.97 1.47 -0.86

Computed properties:
HOMO level ... -9.36 eV
ΔE to the lowest compared entry with this formula, charge and spin ... 77.6 kcal/mol
LUMO ... 0.37 eV
Frontier orbital gap ... 9.7 eV


3.
CH5BO2S | wB97M-V/def2-TZVPD

Positions of all 10 atoms, in Å:
B1 -3.75 -0.55 -0.15
C1 0.95 -1.16 -0.05
O1 -2.81 -1.34 -0.62
O2 -0.15 -1.58 0.21
S1 -4.88 0.45 0.37
H1 1.85 -1.81 0.23
H2 0.98 -0.20 -0.49
H3 1.75 1.08 -2.06
H4 -2.51 -2.15 -0.20
H5 2.06 1.66 -2.56

Computed properties:
HOMO level ... -9.61 eV
ΔE to the lowest compared entry with this formula, charge and spin ... 88.0 kcal/mol
LUMO ... 0.41 eV
Frontier orbital gap ... 10.0 eV


4.
CH5BS | wB97M-V/def2-TZVPD

Positions of all 8 atoms, in Å:
B1 0.48 0.26 0.08
C1 -0.70 -0.65 -0.03
S1 2.24 -0.14 -0.02
H1 0.12 1.57 0.67
H2 -0.67 -1.30 0.87
H3 -0.68 -1.34 -0.91
H4 -1.72 -0.22 0.25
H5 2.54 1.15 -0.03

Computed properties:
HOMO level ... -9.89 eV
ΔE to the lowest compared entry with this formula, charge and spin ... 15.2 kcal/mol
LUMO ... 0.57 eV
Frontier orbital gap ... 10.5 eV


5.
CH5BrN2 | wB97M-V/def2-TZVPD

Positions of all 9 atoms, in Å:
C1 0.00 1.66 1.00
N1 0.62 -1.93 -0.63
N2 -0.19 1.15 -0.13
Br1 -1.71 1.25 -1.15
H1 0.95 1.73 1.25
H2 0.27 -1.93 0.30
H3 -0.80 2.07 1.56
H4 0.33 -1.15 -1.16
H5 0.53 -2.85 -1.04

Computed properties:
HOMO level ... -9.35 eV
ΔE to the lowest compared entry with this formula, charge and spin ... 4.8 kcal/mol
Structure (SMILES) ... C=NBr.N
LUMO ... 0.45 eV
Frontier orbital gap ... 9.8 eV


6.
CH5BrN2 | wB97M-V/def2-TZVPD

Positions of all 9 atoms, in Å:
C1 -0.25 -0.97 0.12
N1 -0.31 1.33 -0.06
N2 0.22 0.33 0.44
Br1 2.59 -0.07 -0.18
H1 -0.45 -1.04 -0.91
H2 0.52 -1.76 0.59
H3 -1.28 -1.23 0.44
H4 -0.33 2.17 0.52
H5 -0.71 1.25 -0.96

Computed properties:
2S+1 ... 3
HOMO level (alpha / beta) ... -7.31 / -9.63 eV
ΔE to the lowest compared entry with this formula, charge and spin ... 12.1 kcal/mol
LUMO (alpha / beta) ... 0.91 / -2.33 eV
Frontier orbital gap (alpha / beta) ... 8.2 / 7.3 eV


What did the first record say?
CH4S3 | wB97M-V/def2-TZVPD

Positions of all 8 atoms, in Å:
C1 -0.63 -0.30 -0.31
S1 2.34 1.19 0.50
S2 -1.14 0.13 1.35
S3 1.22 1.98 1.91
H1 0.40 0.06 -0.46
H2 -1.29 0.18 -1.04
H3 -0.65 -1.38 -0.42
H4 2.81 0.08 1.11

Computed properties:
HOMO level (alpha / beta) ... -8.82 / -8.82 eV
ΔE to the lowest compared entry with this formula, charge and spin ... 44.3 kcal/mol
LUMO (alpha / beta) ... -2.40 / -2.40 eV
Frontier orbital gap (alpha / beta) ... 6.4 / 6.4 eV